DFT (ωB97M-V/def2-TZVPD) results for a 2-piece molecular cluster, C6H12O overall.

The calculation puts the energy above the lowest of the compared OMol25 structures with the same formula, charge and spin at 6.171 eV. The calculation puts the HOMO energy at -7.57 eV. The energy is -8458.1833 eV. The HOMO-LUMO gap comes out at 8.20 eV. The charge is 0. The LUMO energy comes out at 0.627 eV. The calculation puts the largest force on an atom at 0.365 eV/A.

Positions of all 19 atoms, in Å:
C  -1.46  0.74  -0.68
O  0.63  0.13  0.68
H  1.40  -0.21  -1.22
H  3.13  1.02  1.01
H  -2.02  1.62  -0.33
H  2.40  1.91  -0.34
H  -2.65  -1.72  1.42
H  -0.13  0.70  0.14
H  3.67  0.71  -0.66
H  2.15  -1.11  0.12
H  -2.74  -1.15  -1.14
H  -0.29  -1.90  0.24
H  -2.27  0.05  1.73
C  -2.12  -0.58  -0.44
C  -0.96  -1.04  0.28
H  -1.08  0.83  -1.69
C  1.74  -0.14  -0.17
C  -2.18  -0.81  1.06
C  2.80  0.94  -0.03